[1]
Entry from the Open Molecules 2025 dataset: a molecular structure, C12H28O6Sn in a non-equilibrium geometry (ωB97M-V with the def2-TZVPD basis set).

Results
LUMO energy ... -9.434 eV
HOMO energy ... -13.204 eV
ΔE to the lowest compared entry with this formula, charge and spin ... 1.4101 eV
E ... -30994.723 eV
Charge ... +2

Each line ends with the Mulliken charge.
Geometry (Å):
Sn  12.866384  -0.944442  -14.224235  1.437
C  16.220509  -2.722375  -15.517625  -0.753
O  15.588198  -1.924349  -14.482350  -0.147
C  16.413445  -1.768953  -13.320513  -0.494
C  17.678442  -0.968085  -13.578360  -0.713
O  18.662311  -1.658601  -14.310178  -0.274
C  19.716213  -0.801268  -14.739591  -0.574
C  20.704259  -1.620006  -15.527606  -0.601
O  21.476114  -2.463077  -14.719641  -0.313
C  22.592021  -3.033909  -15.360440  -0.751
H  17.105566  -2.283108  -15.967420  0.231
H  15.448000  -2.847572  -16.274441  0.185
H  16.472784  -3.656583  -15.014238  0.398
H  16.639667  -2.749161  -12.894717  0.354
H  15.877688  -1.175903  -12.574432  0.384
H  18.131773  -0.656002  -12.627925  0.461
H  17.437640  -0.013593  -14.067812  0.326
H  20.155764  -0.364458  -13.835972  0.384
H  19.408666  0.066012  -15.334937  0.396
H  21.376242  -0.990732  -16.125920  0.442
H  20.197724  -2.198613  -16.314563  0.290
H  22.210133  -3.766779  -16.081900  0.318
H  23.250865  -3.557023  -14.673646  0.256
H  23.212463  -2.340184  -15.937253  0.307
C  12.655537  -4.310621  -16.005985  -0.819
O  12.142938  -2.987789  -15.954460  -0.220
C  10.936270  -2.814045  -16.655514  -0.591
C  10.751168  -1.320892  -16.855966  -0.541
O  10.772045  -0.666999  -15.569425  -0.270
C  10.353625  0.714164  -15.583005  -0.580
C  10.324929  1.312557  -14.190950  -0.504
O  11.604323  1.163043  -13.535539  -0.258
C  12.142211  2.404832  -13.053189  -0.830
H  13.659806  -4.300852  -15.580914  0.218
H  12.831774  -4.694104  -17.015870  0.356
H  12.065215  -5.090979  -15.521195  0.348
H  10.166109  -3.247436  -16.007362  0.358
H  10.837373  -3.310399  -17.623343  0.412
H  9.877681  -1.091072  -17.466671  0.490
H  11.606889  -1.007436  -17.468008  0.299
H  9.402531  0.868093  -16.094696  0.474
H  11.084361  1.269308  -16.184456  0.322
H  9.550293  0.810304  -13.610067  0.327
H  10.097959  2.374269  -14.261840  0.471
H  11.494718  2.729880  -12.236789  0.320
H  12.182825  3.224227  -13.773770  0.380
H  13.154847  2.332981  -12.656471  0.290

Forces on the atoms, in the same order (eV/Å):
Sn -0.60 -0.38 -0.78
C -0.70 -0.26 0.41
O -0.57 0.74 -0.09
C 0.83 0.36 -0.02
C 0.78 0.42 0.12
O -0.82 0.04 -0.54
C 0.60 -0.17 0.65
C 0.77 -0.23 -0.89
O 0.08 0.41 1.03
C -0.27 -0.63 -1.09
H -0.02 0.26 0.31
H 0.10 -0.24 -0.05
H 0.16 -0.22 -0.49
H 0.03 -0.04 -0.05
H -0.37 -0.18 -0.07
H -0.28 -0.17 0.29
H -0.29 -0.08 -0.24
H 0.40 -0.12 -0.06
H -0.56 -0.27 -0.22
H -0.05 0.48 0.31
H -0.39 -0.14 0.20
H 0.23 -0.15 -0.07
H -0.33 0.14 0.41
H -0.20 0.41 0.20
C 1.30 -1.25 -0.23
O 1.00 0.39 0.13
C -1.67 0.53 0.74
C 0.74 -0.76 -0.82
O 0.30 0.07 0.75
C 0.83 1.10 -0.55
C -0.38 -0.59 -0.22
O 0.78 -0.84 -0.96
C -0.11 1.12 1.03
H -0.20 0.12 0.35
H -0.36 0.59 -0.28
H -0.36 0.52 0.36
H -0.33 0.20 -0.24
H 0.67 -0.07 -0.03
H -0.35 0.05 0.56
H 0.03 0.36 0.24
H -0.21 -0.45 0.25
H 0.04 -0.01 -0.03
H 0.14 0.09 0.31
H -0.15 -0.02 -0.09
H 0.10 0.03 0.04
H -0.27 -0.44 -0.50
H -0.08 -0.71 -0.07


[2]
Entry from the Open Molecules 2025 dataset: C2H3N3S2 in the gas phase in a non-equilibrium geometry (ωB97M-V with the def2-TZVPD basis set).

Results
LUMO energy ... -0.087 eV
HOMO energy ... -7.976 eV
ΔE to the lowest compared entry with this formula, charge and spin ... 2.2389 eV
E ... -28260.530 eV
Charge ... 0

Each line ends with the Mulliken charge.
Geometry (Å):
S  0.439993  1.964241  0.032681  -0.388
C  -0.449539  0.598953  0.084454  0.211
N  -1.796075  0.574404  -0.112867  -0.398
C  -2.096694  -0.698582  -0.123268  0.033
N  -0.975393  -1.475330  0.162835  -0.162
N  0.160801  -0.679319  0.079603  -0.008
S  1.777702  -0.918367  -0.150513  -0.074
H  -3.143495  -1.209723  0.029813  0.299
H  -0.711785  -2.529443  -0.057551  0.317
H  1.924220  -1.335330  1.238936  0.170

Forces on the atoms, in the same order (eV/Å):
S 0.37 0.77 0.40
C 2.40 1.52 -1.45
N -0.98 -1.93 0.20
C -0.30 -1.57 1.90
N 0.99 -4.79 -1.52
N -3.66 3.03 0.32
S 0.05 -1.83 2.58
H 2.21 1.26 -0.86
H -1.57 2.94 0.49
H 0.49 0.61 -2.07


[3]
Entry from the Open Molecules 2025 dataset: 2 unconnected molecules or ions with the total composition C30H28NO in a non-equilibrium geometry (ωB97M-V with the def2-TZVPD basis set).

Results
LUMO energy ... -4.891 eV
HOMO energy ... -9.877 eV
ΔE to the lowest compared entry with this formula, charge and spin ... 1.5252 eV
E ... -35094.317 eV
Charge ... +1

Each line ends with the Mulliken charge.
Geometry (Å):
C  -3.331747  5.096182  4.180397  -1.405
C  -2.790118  3.902779  3.461380  1.161
C  -3.655987  2.878269  3.058653  -0.785
C  -3.168752  1.761900  2.401767  -0.508
C  -1.782537  1.616406  2.122413  0.730
C  -1.294500  0.453889  1.459815  -0.186
C  0.029011  0.279132  1.068303  -0.246
C  0.577421  -0.958209  0.742501  0.029
C  1.983200  -1.192055  0.631586  0.574
C  2.563622  -2.448437  0.954980  -0.445
C  3.939640  -2.607648  0.972886  -0.734
C  4.786748  -1.545072  0.626917  1.127
C  6.271246  -1.726599  0.617530  -1.395
C  4.226502  -0.315132  0.261752  -0.957
C  2.854275  -0.136327  0.254865  -0.483
C  -0.914915  2.654641  2.568881  -0.712
C  -1.416679  3.766344  3.223993  -0.868
H  -2.518440  5.765529  4.476534  0.365
H  -4.034174  5.656618  3.550524  0.326
H  -3.885404  4.798513  5.080711  0.348
H  -4.721548  2.976535  3.273702  0.396
H  -3.849421  0.979380  2.064909  0.456
H  -1.996036  -0.367681  1.302051  0.411
H  0.685027  1.155462  1.071042  0.090
H  -0.077021  -1.827290  0.703283  0.328
H  1.899910  -3.274081  1.218644  0.437
H  4.385084  -3.563486  1.254073  0.414
H  6.756319  -0.820994  0.241003  0.355
H  6.651474  -1.930679  1.626233  0.327
H  6.582985  -2.567957  -0.014133  0.343
H  4.890501  0.501789  -0.022595  0.294
H  2.421767  0.818242  -0.049236  0.458
H  0.156863  2.574479  2.391372  0.342
H  -0.744998  4.552684  3.572014  0.303
C  -3.205630  2.916473  -1.988059  -0.506
C  -3.743163  1.932373  -1.142357  -0.499
C  -3.216681  0.643242  -1.159826  -0.366
C  -2.075964  0.346234  -1.924232  0.328
C  -1.407693  -0.991787  -1.704111  1.017
C  -0.123205  -1.211059  -2.259124  -0.884
N  0.365077  -2.463507  -2.577858  0.419
C  -0.135006  -3.614873  -2.001655  -0.076
C  0.493343  -4.829486  -2.176818  -0.806
C  1.627578  -4.927773  -2.979951  -0.252
C  2.081360  -3.770118  -3.626629  -0.632
C  1.460583  -2.558655  -3.422558  -0.094
O  -1.994312  -1.816702  -0.956115  -0.823
C  -1.572182  1.319855  -2.793959  -0.394
C  -2.149800  2.591089  -2.846860  -0.751
H  -3.625721  3.924676  -1.975187  0.408
H  -4.566217  2.162780  -0.460082  0.420
H  -3.660996  -0.130134  -0.531830  0.558
H  0.485763  -0.378143  -2.619365  0.113
H  -0.983152  -3.483332  -1.347020  0.557
H  0.067525  -5.678301  -1.644931  0.408
H  2.147339  -5.876502  -3.092523  0.427
H  2.943874  -3.798261  -4.289533  0.395
H  1.796182  -1.619440  -3.860015  0.386
H  -0.723735  1.067045  -3.424515  0.364
H  -1.764485  3.337178  -3.543637  0.395

Forces on the atoms, in the same order (eV/Å):
C 0.01 0.29 0.16
C -0.03 -0.30 0.08
C 0.04 -0.18 -0.18
C 0.24 -0.15 -0.13
C -0.21 0.90 0.40
C 0.27 -0.33 -0.10
C 0.17 0.12 -0.32
C -0.62 0.18 0.18
C 1.20 0.15 -0.30
C -0.49 0.34 -0.15
C -0.06 0.09 -0.06
C -0.24 -0.16 -0.05
C 0.36 0.07 0.02
C -0.17 0.02 -0.10
C -0.17 -0.22 0.30
C -0.25 -0.14 -0.23
C 0.12 -0.10 -0.12
H -0.23 -0.05 -0.02
H 0.16 -0.12 0.06
H 0.15 0.02 -0.19
H 0.28 -0.09 -0.12
H 0.12 0.16 0.14
H 0.18 0.05 0.03
H -0.18 -0.46 0.22
H -0.10 0.11 0.09
H 0.22 0.17 -0.03
H -0.21 0.23 -0.09
H 0.02 -0.20 0.11
H -0.09 0.06 -0.16
H -0.17 0.15 0.10
H -0.22 -0.19 0.03
H 0.23 -0.24 0.07
H -0.28 0.06 0.16
H -0.13 -0.26 -0.14
C -0.08 -0.30 0.14
C 0.18 0.06 -0.36
C 0.21 0.22 0.24
C 0.06 0.17 0.23
C -0.30 -0.24 0.65
C -0.33 1.07 -0.35
N 0.83 -0.97 0.39
C 0.51 0.44 -0.17
C 0.18 0.06 -0.33
C -0.15 0.12 0.04
C 0.02 -0.09 0.10
C -0.58 -0.22 0.64
O 0.11 0.25 -0.57
C -0.17 0.04 0.19
C -0.06 -0.03 0.19
H 0.17 -0.32 -0.09
H 0.21 -0.01 -0.37
H 0.25 0.12 -0.20
H -0.41 -0.50 -0.15
H 0.00 0.19 -0.12
H 0.21 0.11 -0.23
H -0.12 0.24 -0.06
H -0.20 -0.01 0.17
H -0.15 -0.35 0.09
H -0.20 0.21 0.01
H -0.09 -0.21 0.23